[1]
C4H13NOS | wB97M-V/def2-TZVPD

Each line ends with the natural charge from an NBO analysis.
Geometry (Å):
N  1.449  -2.228  0.825  -0.85
C  0.087  -1.779  0.942  -0.21
C  0.153  -0.296  1.390  -0.41
C  0.473  0.748  0.327  -0.41
C  -0.625  1.405  -0.541  -0.52
S  -1.217  2.922  0.309  -0.06
H  1.824  -1.918  -0.024  0.35
H  1.617  -3.298  0.810  0.37
H  -0.629  -2.102  0.072  0.15
H  -0.444  -2.353  1.753  0.19
H  -0.786  -0.093  1.797  0.20
H  0.908  -0.254  2.114  0.22
H  1.020  0.304  -0.423  0.20
H  1.150  1.560  0.892  0.22
H  -1.520  0.730  -0.783  0.21
H  -0.174  1.593  -1.575  0.22
H  -1.736  3.661  -0.728  0.13
O  0.859  -3.015  -2.661  -0.92
H  0.021  -2.621  -2.423  0.46
H  0.672  -2.713  -3.627  0.46

Summary:
- ΔE to the lowest compared entry with this formula, charge and spin: 44.9 kcal/mol
- HOMO-LUMO gap: 9.4 eV
- LUMO: 0.41 eV
- Charge: 0
- Largest force on an atom: 3.641 eV/A
- SMILES: NCCCCS.O
- E: -18730.0621 eV

[2]
C5H14N2O2 | wB97M-V/def2-TZVPD

Each line ends with the natural charge from an NBO analysis.
Geometry (Å):
C  1.360  -1.117  -0.163  -0.05
C  2.105  -0.736  -1.396  -0.68
O  1.042  0.901  1.235  -0.85
H  1.359  0.637  2.115  0.48
H  0.941  -2.115  -0.132  0.18
H  1.940  -1.058  0.749  0.22
H  2.483  0.286  -1.341  0.23
H  2.969  -1.408  -1.495  0.24
H  1.486  -0.825  -2.289  0.23
C  -1.521  -1.355  -0.341  -0.45
C  -1.164  1.953  1.224  -0.70
N  -0.446  -0.381  -0.344  -0.22
C  -0.487  0.589  1.307  0.76
N  -0.540  0.566  -1.402  -0.68
O  -0.795  -0.154  2.251  -0.75
H  0.147  1.289  -1.204  0.37
H  -1.480  0.960  -1.462  0.36
H  -1.611  -1.738  0.675  0.25
H  -2.500  -0.949  -0.629  0.21
H  -1.274  -2.193  -0.997  0.20
H  -0.686  2.607  0.494  0.21
H  -1.116  2.445  2.195  0.25
H  -2.211  1.796  0.953  0.21

Summary:
- ΔE to the lowest compared entry with this formula, charge and spin: 116.9 kcal/mol
- HOMO-LUMO gap: 8.8 eV
- LUMO: 0.72 eV
- Charge: 0
- Largest force on an atom: 3.563 eV/A
- E: -12483.2603 eV

[3]
C2H7N2O | wB97M-V/def2-TZVPD

Each line ends with the natural charge from an NBO analysis.
Geometry (Å):
C  -0.279  -0.619  -0.720  0.16
C  0.379  0.089  0.370  0.16
N  -2.630  0.290  0.295  -0.65
N  1.867  0.278  0.169  -0.69
O  0.106  -1.267  0.382  -0.38
H  -0.168  -0.728  -1.707  0.20
H  -0.057  0.660  1.049  0.23
H  -3.208  0.926  -0.251  0.32
H  -2.937  -0.644  0.020  0.31
H  2.282  -0.275  -0.548  0.45
H  2.490  0.064  0.926  0.44
H  2.154  1.226  0.014  0.45

Summary:
- ΔE to the lowest compared entry with this formula, charge and spin: 160.0 kcal/mol
- HOMO-LUMO gap (alpha / beta): 10.3 / 9.2 eV
- LUMO (alpha / beta): -4.28 / -4.02 eV
- Charge: +1
- Largest force on an atom: 5.249 eV/A
- E: -7202.2067 eV

[4]
C24H48Br16IO4P | wB97M-V/def2-TZVPD

Each line ends with the Löwdin charge.
Geometry (Å):
C  2.765  -0.182  2.989  -0.15
O  1.478  -0.826  3.215  -0.23
C  1.112  -1.506  1.981  -0.24
C  0.538  -2.979  2.329  -0.16
C  -0.432  -3.568  1.201  -0.21
C  -1.913  -2.944  1.202  -0.20
C  -2.599  -2.877  2.646  -0.08
C  -2.950  -1.412  3.160  -0.35
O  -2.776  -1.192  4.391  0.05
O  -3.483  -0.356  2.373  -0.12
C  -2.649  0.823  2.391  -0.38
P  -1.758  0.847  0.682  0.53
O  -0.375  1.867  0.742  -0.40
I  -3.428  1.744  -0.945  0.35
H  2.704  0.372  1.983  0.07
H  2.972  0.554  3.848  0.00
H  3.576  -0.989  2.977  0.10
H  1.985  -1.560  1.230  0.07
H  0.273  -0.930  1.463  0.08
H  0.121  -3.005  3.387  0.11
H  1.469  -3.663  2.343  0.12
H  -0.538  -4.700  1.398  0.12
H  0.082  -3.429  0.187  0.05
H  -2.558  -3.663  0.569  0.11
H  -1.904  -1.957  0.630  0.04
H  -3.599  -3.448  2.599  0.13
H  -1.962  -3.376  3.442  0.12
H  -1.867  0.850  3.218  0.12
H  -3.264  1.788  2.491  0.03
H  0.294  1.373  0.206  0.04
Br  2.042  -1.967  -1.623  0.65
C  2.556  -3.467  -2.756  -0.67
C  1.391  -3.955  -3.581  -0.68
Br  0.157  -5.017  -2.508  0.64
H  2.970  -4.233  -2.101  0.06
H  3.346  -3.078  -3.399  0.06
H  1.733  -4.628  -4.369  0.06
H  0.810  -3.147  -4.027  0.04
Br  -1.966  -1.584  -2.725  0.57
C  -2.555  -2.905  -4.038  -0.69
C  -3.778  -2.441  -4.782  -0.68
Br  -5.382  -2.620  -3.689  0.66
H  -2.707  -3.839  -3.498  0.04
H  -1.712  -3.019  -4.722  0.05
H  -3.958  -3.070  -5.656  0.06
H  -3.723  -1.401  -5.094  -0.05
Br  -6.809  3.774  0.585  0.58
C  -6.278  5.415  1.492  -0.69
C  -4.796  5.662  1.358  -0.68
Br  -3.775  4.515  2.557  0.64
H  -6.609  5.328  2.526  0.05
H  -6.845  6.207  0.999  0.06
H  -4.547  6.680  1.661  0.06
H  -4.418  5.485  0.351  0.05
Br  -4.418  1.011  -4.808  0.64
C  -6.293  0.844  -5.313  -0.67
C  -7.005  2.170  -5.219  -0.69
Br  -7.402  2.631  -3.367  0.60
H  -6.727  0.075  -4.673  0.03
H  -6.280  0.486  -6.344  0.06
H  -7.975  2.121  -5.715  0.06
H  -6.431  2.997  -5.636  0.05
Br  7.849  3.165  0.818  0.62
C  6.555  2.427  2.075  -0.74
C  6.353  0.950  1.848  -0.68
Br  5.229  0.619  0.289  0.61
H  5.641  3.010  1.968  0.03
H  6.983  2.610  3.062  0.02
H  5.815  0.503  2.686  0.03
H  7.284  0.407  1.689  0.05
Br  6.913  5.119  5.186  0.62
C  5.623  4.387  6.451  -0.69
C  5.416  2.910  6.227  -0.66
Br  4.286  2.582  4.674  0.74
H  4.708  4.971  6.346  0.05
H  6.054  4.570  7.436  0.06
H  4.881  2.465  7.067  0.06
H  6.346  2.365  6.065  0.06
Br  12.952  2.069  1.336  0.60
C  11.850  3.483  0.573  -0.70
C  11.884  4.726  1.427  -0.69
Br  10.767  4.526  3.011  0.57
H  10.848  3.073  0.449  0.00
H  12.281  3.680  -0.410  0.06
H  11.461  5.575  0.887  0.06
H  12.884  4.983  1.773  0.05
Br  -6.410  -6.097  -6.819  0.59
C  -7.458  -5.461  -5.304  -0.71
C  -8.864  -5.108  -5.719  -0.69
Br  -8.919  -3.395  -6.649  0.59
H  -6.914  -4.622  -4.872  -0.03
H  -7.463  -6.289  -4.594  0.06
H  -9.502  -4.976  -4.843  0.06
H  -9.315  -5.845  -6.383  0.05

Summary:
- ΔE to the lowest compared entry with this formula, charge and spin: 41.7 kcal/mol
- HOMO-LUMO gap: 8.4 eV
- LUMO: 0.30 eV
- Charge: 0
- Largest force on an atom: 4.673 eV/A
- SMILES: COCCCCCC(=O)OCP(O)I.BrCCBr.BrCCBr.BrCCBr.BrCCBr.BrCCBr.BrCCBr.BrCCBr.BrCCBr
- E: -1171924.9013 eV

[5]
C6H17NO | wB97M-V/def2-TZVPD

Each line ends with the natural charge from an NBO analysis.
Geometry (Å):
C  0.237  -2.058  1.015  -0.64
C  -0.338  -0.622  1.254  -0.24
N  0.158  0.708  0.888  -0.46
C  -0.577  1.428  -0.158  -0.20
C  -0.928  0.874  -1.592  -0.66
C  1.637  0.562  0.758  -0.23
C  2.303  0.438  -0.646  -0.68
H  0.551  -2.462  1.938  0.21
H  1.205  -1.795  0.534  0.21
H  -0.315  -2.831  0.348  0.21
H  -1.336  -0.743  0.692  0.18
H  -0.692  -0.630  2.298  0.19
H  -0.100  2.402  -0.219  0.21
H  -1.681  1.534  0.273  0.17
H  -0.254  1.162  -2.405  0.20
H  -1.691  1.667  -1.887  0.22
H  -1.109  -0.199  -1.716  0.23
H  2.026  -0.241  1.422  0.20
H  2.013  1.453  1.360  0.19
H  1.600  0.744  -1.369  0.23
H  2.991  -0.379  -0.646  0.23
H  3.133  1.146  -0.667  0.22
O  -3.203  -0.741  -0.661  -1.00
H  -3.122  0.169  -0.268  0.50
H  -2.507  -1.584  -0.547  0.51

Summary:
- ΔE to the lowest compared entry with this formula, charge and spin: 99.9 kcal/mol
- HOMO-LUMO gap: 9.0 eV
- LUMO: 0.69 eV
- Charge: 0
- Largest force on an atom: 5.638 eV/A
- SMILES: CCN(CC)CC.O
- E: -10031.2503 eV

[6]
C6H10OS | wB97M-V/def2-TZVPD

Each line ends with the natural charge from an NBO analysis.
Geometry (Å):
C  -0.448  -1.779  -0.663  -0.20
C  0.550  -0.736  -0.752  -0.42
C  -1.272  -2.341  0.227  -0.39
C  0.701  0.482  0.116  -0.11
C  -0.067  0.661  1.354  -0.64
C  1.094  1.795  -0.626  -0.62
O  3.211  -0.772  -0.476  -0.96
S  2.089  -0.870  0.395  1.16
H  -0.666  -2.292  -1.667  0.21
H  1.065  -0.514  -1.786  0.26
H  -1.533  -2.080  1.198  0.19
H  -2.025  -3.014  -0.156  0.20
H  0.517  1.247  1.980  0.22
H  -0.329  -0.160  1.975  0.23
H  -0.874  1.253  1.150  0.22
H  1.936  1.578  -1.364  0.24
H  1.387  2.532  0.101  0.22
H  0.157  2.237  -1.089  0.22

Summary:
- ΔE to the lowest compared entry with this formula, charge and spin: 76.8 kcal/mol
- HOMO-LUMO gap: 9.1 eV
- LUMO: 0.69 eV
- Charge: 0
- Largest force on an atom: 4.157 eV/A
- E: -19263.7014 eV